(1)
C10H26Cl5FLiMgNNaO6S2 as an isolated structure, computed with ωB97M-V with the def2-TZVPD basis set.

The LUMO energy is -7.40 eV. The calculation puts the frontier orbital gap at 1.1 eV. For the total energy, the calculation gives -121615.1500 eV.

The geometry in ORCA input format:
```
! RIJCOSX wB97M-V def2-TZVPD def2/J DEFGRID3
* xyz 1 1
C -3.50 -1.49 0.99
C -3.62 -0.13 0.23
C -3.01 1.01 1.07
Cl -4.16 2.40 1.11
N -1.77 1.53 0.48
S -0.45 0.69 0.93
O 0.14 0.01 -0.17
O -0.68 -0.10 2.07
F 0.58 1.82 1.30
H -3.28 -1.37 2.05
H -2.72 -2.07 0.51
H -4.40 -2.11 0.91
H -4.67 0.11 0.05
H -3.11 -0.21 -0.73
H -2.88 0.71 2.10
H -1.80 1.53 -0.53
Li -5.74 -1.54 0.35
C 3.34 3.45 0.36
Cl 4.16 1.97 -0.13
Cl 4.32 4.37 1.50
Cl 2.94 4.44 -1.08
H 2.41 3.19 0.85
C 5.02 -2.22 3.32
C 6.18 -1.36 2.82
C 6.26 -0.06 3.61
O 6.00 -1.10 1.44
H 4.08 -1.69 3.19
H 4.96 -3.14 2.75
H 5.12 -2.47 4.38
H 7.12 -1.91 2.91
H 5.34 0.51 3.49
H 7.08 0.55 3.25
H 6.41 -0.25 4.68
H 5.16 -0.64 1.33
C -2.93 -1.17 -4.88
S -3.76 -0.12 -3.69
O -4.91 -0.89 -3.15
C -4.42 1.06 -4.88
H -2.48 -2.00 -4.35
H -3.66 -1.55 -5.60
H -2.15 -0.60 -5.39
H -5.05 0.54 -5.60
H -3.59 1.56 -5.39
H -5.01 1.79 -4.34
Cl 3.20 -2.46 1.21
Na 3.54 2.93 -2.73
O 5.99 6.73 3.19
H 5.48 5.98 2.88
C -5.55 -4.20 -1.81
O -5.63 -4.00 -0.48
H -5.77 -3.33 -2.47
H -4.56 -4.54 -2.19
H -6.23 -4.99 -2.21
Mg 6.69 4.83 0.48
*
```

=====

(2)
A 2-piece molecular cluster, C10H26O3P2 overall, computed with ωB97M-V with the def2-TZVPD basis set.

The LUMO energy is 0.58 eV. The calculation puts the frontier orbital gap at 7.6 eV. For the total energy, the calculation gives -35509.3021 eV. The calculation puts the energy relative to the best compared isomer or geometry (same formula, charge and spin) at 0.0 kcal per mole. Its SMILES is CC(=O)OCCCC[PH2](C)P(C)C.CO.

The geometry in ORCA input format:
```
! RIJCOSX wB97M-V def2-TZVPD def2/J DEFGRID3
* xyz 0 1
C -1.34 -1.15 2.20
C -1.63 -2.01 0.99
O -2.75 -2.25 0.59
O -0.51 -2.44 0.37
C -0.71 -3.37 -0.69
C -0.72 -2.71 -2.08
C -0.82 -1.18 -2.05
C 0.56 -0.51 -2.01
P 0.48 1.33 -1.47
C 1.55 1.04 0.03
P 0.20 3.52 -0.89
C -1.26 3.95 -1.93
C -0.65 3.32 0.76
H -0.28 -1.07 2.39
H -1.71 -0.15 1.97
H -1.87 -1.55 3.06
H -1.60 -3.97 -0.52
H 0.14 -4.05 -0.63
H 0.20 -2.97 -2.60
H -1.53 -3.13 -2.68
H -1.45 -0.83 -1.24
H -1.31 -0.86 -2.97
H 1.23 -1.11 -1.39
H 0.96 -0.56 -3.03
H 1.13 1.76 -2.65
H -0.96 1.23 -1.53
H 1.94 1.99 0.39
H 2.40 0.45 -0.29
H 1.01 0.51 0.80
H -0.96 4.02 -2.98
H -1.67 4.90 -1.61
H -2.05 3.20 -1.83
H -1.61 3.83 0.77
H -0.02 3.69 1.56
H -0.86 2.26 0.95
C 2.50 -0.90 3.65
O 3.28 -0.20 2.68
H 1.92 -0.16 4.19
H 1.82 -1.61 3.17
H 3.14 -1.43 4.36
H 3.80 -0.85 2.20
*
```

=====

(3)
C10H27AlClIO2P2 as an isolated structure, computed with ωB97M-V with the def2-TZVPD basis set.

The LUMO energy (alpha / beta) is -10.35 / -10.53 eV. The calculation puts the frontier orbital gap (alpha / beta) at 3.1 / 2.7 eV. For the total energy, the calculation gives -60678.8365 eV. The calculation puts the energy relative to the best compared isomer or geometry (same formula, charge and spin) at 0.0 kcal per mole.

The geometry in ORCA input format:
```
! RIJCOSX wB97M-V def2-TZVPD def2/J DEFGRID3
* xyz 2 1
C -0.47 1.32 -1.15
C -1.18 1.71 0.13
H -0.41 2.22 -1.77
H -0.94 0.52 -1.84
H 0.56 0.91 -1.09
O -1.28 2.80 0.70
I -0.82 -0.17 1.50
Al 1.40 -2.17 -2.58
P 2.45 -0.83 -0.32
C 3.23 0.46 0.74
C 3.75 -2.02 0.25
H 4.75 -1.66 0.21
H 4.38 0.03 -1.56
H 3.64 -3.00 -0.27
H 3.09 -0.36 -2.75
H 3.12 0.26 1.80
H 3.57 -2.31 1.30
C 3.30 0.03 -1.73
H 4.31 0.54 0.51
H 2.96 1.06 -1.73
H 2.78 1.43 0.60
P -2.81 -0.08 -0.21
C -3.76 1.06 0.78
C -3.44 0.28 -1.84
H -3.01 -2.38 -0.76
H -4.37 -1.54 0.10
H -3.02 -2.25 0.98
C -3.30 -1.75 0.07
H -3.00 -0.43 -2.54
H -4.46 0.05 -1.53
H -4.74 1.04 0.25
H -3.34 2.08 0.70
H -3.24 1.35 -2.05
H -3.86 0.83 1.85
Cl 0.12 -3.77 -3.01
C -0.50 2.38 3.72
C 0.92 2.28 3.28
O 1.22 1.89 1.93
H -1.05 3.04 2.99
H -0.34 2.89 4.63
H -1.00 1.43 3.87
H 1.43 3.23 3.42
H 1.42 1.53 3.88
H 0.34 1.82 1.40
*
```

=====

(4)
C10H27AlClIO2P2 as an isolated structure, computed with ωB97M-V with the def2-TZVPD basis set.

The LUMO energy (alpha / beta) is -10.10 / -10.07 eV. The calculation puts the frontier orbital gap (alpha / beta) at 3.3 / 3.5 eV. For the total energy, the calculation gives -60674.8022 eV. The calculation puts the energy relative to the best compared isomer or geometry (same formula, charge and spin) at 93.0 kcal per mole.

The geometry in ORCA input format:
```
! RIJCOSX wB97M-V def2-TZVPD def2/J DEFGRID3
* xyz 2 1
C 1.12 -0.98 -1.85
C 0.98 -1.72 -0.30
H 1.44 -1.61 -2.68
H 1.68 -0.06 -1.80
H 0.13 -0.52 -2.04
O 0.76 -2.88 -0.10
I -0.34 0.93 2.82
Al -1.02 2.14 -2.00
P -2.28 0.07 -1.38
C -3.32 -1.09 -0.42
C -3.29 1.61 -1.47
H -4.25 1.34 -1.99
H -3.15 -0.55 -3.55
H -2.51 2.35 -2.12
H -1.54 0.33 -3.73
H -3.57 -0.65 0.58
H -3.42 2.04 -0.44
C -2.11 -0.45 -3.16
H -4.30 -1.38 -0.97
H -1.55 -1.42 -3.27
H -2.74 -2.02 -0.23
P 2.24 0.94 0.52
C 2.64 0.01 2.02
C 3.66 0.71 -0.63
H 2.54 3.33 -0.01
H 3.70 2.79 1.26
H 1.98 3.12 1.69
C 2.67 2.72 0.91
H 3.52 1.31 -1.56
H 4.57 1.07 -0.12
H 3.68 0.19 2.31
H 2.48 -1.07 1.86
H 3.78 -0.36 -0.93
H 1.97 0.29 2.84
Cl 0.44 3.52 -2.68
C -0.34 -1.68 3.28
C -1.40 -1.63 2.23
O -0.71 -0.82 1.29
H 0.24 -2.49 2.87
H -0.69 -1.80 4.37
H 0.17 -0.68 3.27
H -1.66 -2.51 1.67
H -2.21 -0.97 2.68
H 0.04 -1.48 0.97
*
```

=====

(5)
C10H27CdN3S2 as an isolated structure, computed with ωB97M-V with the def2-TZVPD basis set.

The LUMO energy is -6.91 eV. The calculation puts the frontier orbital gap at 8.8 eV. For the total energy, the calculation gives -41498.5505 eV.

The geometry in ORCA input format:
```
! RIJCOSX wB97M-V def2-TZVPD def2/J DEFGRID3
* xyz 2 1
Cd 1.04 0.05 -0.12
S -0.28 2.39 -0.61
S -0.18 -2.38 -0.44
C -2.09 2.17 -0.41
C -0.26 2.40 -2.44
C -0.80 1.15 -3.11
N -0.05 -0.05 -2.69
C -0.74 -1.31 -3.02
C -0.14 -2.49 -2.26
H 0.78 2.57 -2.74
H -0.86 3.27 -2.72
H -0.74 1.29 -4.20
H -1.85 1.01 -2.85
H -0.67 -1.53 -4.10
H -1.81 -1.21 -2.78
H 0.90 -2.63 -2.54
H -0.70 -3.41 -2.49
C -1.99 -2.20 -0.24
H 0.85 -0.05 -3.17
H -2.35 -1.21 -0.55
H -2.23 -2.34 0.83
H -2.48 -2.98 -0.82
H -2.32 2.39 0.64
H -2.41 1.14 -0.64
H -2.61 2.88 -1.05
C 2.76 0.10 -1.55
C 3.67 0.18 -0.49
H 2.55 0.99 -2.15
H 2.67 -0.87 -2.07
H 4.03 1.15 -0.11
H 4.26 -0.70 -0.21
N 2.26 0.12 1.98
C 1.43 -0.24 3.15
C 0.06 0.38 3.04
N -0.54 0.06 1.73
H 2.54 1.10 2.02
H 3.14 -0.42 1.98
H 1.34 -1.33 3.18
H 1.94 0.11 4.06
H -0.59 0.01 3.85
H 0.14 1.47 3.14
H -0.92 -0.89 1.74
H -1.35 0.66 1.55
*
```

=====

(6)
C10H27Cl2OP2RuS as an isolated structure, computed with ωB97M-V with the def2-TZVPD basis set.

The LUMO energy (alpha / beta) is -11.07 / -15.18 eV. The calculation puts the frontier orbital gap (alpha / beta) at 6.3 / 4.1 eV. For the total energy, the calculation gives -69863.2971 eV. As for the expectation value of S²: 6.032.

The geometry in ORCA input format:
```
! RIJCOSX wB97M-V def2-TZVPD def2/J DEFGRID3
* xyz 3 5
C 1.20 -0.06 -6.28
C 0.90 0.27 -4.86
H 2.28 -0.07 -6.42
H 0.76 0.66 -6.96
H 0.80 -1.04 -6.55
O 1.70 0.56 -4.00
Cl -0.81 0.19 -4.49
Ru -1.13 -0.05 0.13
P -0.22 1.92 -0.23
C 0.96 2.94 0.74
C 0.08 2.43 -1.94
H -0.02 3.52 -2.05
H -1.80 3.71 -0.08
H -0.64 1.93 -2.59
H -2.66 2.11 -0.29
H 1.98 2.70 0.42
H 1.08 2.11 -2.24
C -1.86 2.65 0.23
H 0.77 4.01 0.58
H -2.04 2.60 1.32
H 0.90 2.75 1.82
P -0.04 -1.95 0.06
C 1.24 -2.79 1.10
C -1.59 -2.76 0.63
H -0.36 -2.11 -2.34
H 0.19 -3.69 -1.65
H 1.35 -2.34 -1.88
C 0.32 -2.60 -1.62
H -2.44 -2.39 0.03
H -1.44 -3.84 0.47
H 1.14 -3.88 1.05
H 1.16 -2.49 2.15
H -1.78 -2.55 1.69
H 2.24 -2.50 0.74
Cl -2.49 -0.32 -1.77
C -1.95 0.07 3.90
S -0.91 0.54 2.38
C 0.83 0.18 2.57
H -3.00 0.01 3.61
H -1.84 0.92 4.59
H -1.63 -0.86 4.38
H 1.23 1.08 3.04
H 1.01 -0.74 3.11
H 1.27 0.10 1.57
*
```

=====

Largest force on an atom for the records above, in order: 2.64; 0.94; 5.71; 7.66; 3.34; 3.85 eV Å⁻¹